Here is a cluster of 2 separate species, C24H51BF5N2O5P in total from the OMol25 dataset. Energies are from ωB97M-V with the def2-TZVPD basis set.

```
89
Properties=species:S:1:pos:R:3:forces:R:3
C -3.334 -5.377 1.406 0.272 -0.145 -0.007
C -2.183 -5.893 0.518 -0.287 0.585 0.090
C -1.519 -4.768 -0.313 -0.771 -0.903 0.772
N -0.197 -4.493 0.254 0.093 -0.052 -0.803
C 0.583 -3.436 -0.359 0.441 0.997 0.881
C 0.436 -3.245 -1.861 0.036 -0.291 -0.705
F -0.762 -2.635 -2.182 -0.277 -0.072 0.232
C 0.652 -4.442 -2.813 0.176 -0.327 0.410
C 0.905 -5.854 -2.259 0.014 -0.084 -0.420
C 2.108 -3.679 -0.102 -0.698 -0.063 -0.068
C 2.924 -2.417 0.083 0.068 -0.896 0.231
N 2.521 -1.681 1.332 0.534 0.324 -0.189
C 3.035 -0.268 1.271 0.008 0.367 -0.084
C 2.260 0.652 0.371 -0.155 0.463 -0.810
C 2.872 2.077 0.336 -0.870 -0.680 0.663
C 1.950 3.111 1.001 0.571 0.446 -0.080
C 1.819 4.387 0.168 0.214 -0.239 1.010
C 1.390 5.558 1.044 0.389 0.210 -0.319
C 1.114 6.863 0.276 -0.498 -0.484 -0.271
C 0.605 6.656 -1.152 -0.751 0.736 0.071
C -0.898 6.279 -1.242 0.349 -0.218 -0.658
C -1.170 5.086 -2.187 -0.897 0.164 0.866
C -2.392 4.199 -1.808 0.859 0.432 -0.009
O -1.946 2.972 -1.239 -0.093 -0.079 -0.369
C -1.617 3.093 0.108 -0.252 0.012 -0.183
C 1.065 -1.865 1.617 -0.718 -0.210 -0.041
C 0.460 -0.850 2.577 -1.274 0.056 0.026
P -0.381 -1.753 3.909 1.823 -0.131 0.982
O 0.661 -2.235 4.828 0.614 -0.424 0.320
O -1.146 -3.013 3.303 -0.439 0.114 -0.376
O -1.362 -0.803 4.688 -0.426 0.298 -0.292
C 0.267 -2.036 0.310 -0.008 -0.302 -0.661
O -1.083 -1.817 0.547 -0.333 0.015 0.307
H -3.386 -4.292 1.426 -0.011 0.166 -0.058
H -4.284 -5.742 1.034 -0.227 0.045 0.060
H -3.224 -5.699 2.434 -0.086 -0.177 0.220
H -1.432 -6.391 1.125 0.203 -0.087 -0.004
H -2.591 -6.639 -0.149 0.043 -0.249 -0.199
H -2.208 -3.928 -0.284 0.115 0.346 -0.264
H -1.480 -5.106 -1.339 0.497 0.215 -0.226
H -0.287 -4.348 1.254 0.047 -0.050 0.007
H 1.185 -2.496 -2.125 0.181 0.104 0.051
H 1.469 -4.199 -3.482 0.217 0.181 -0.068
H -0.218 -4.490 -3.456 -0.281 0.127 -0.093
H -0.016 -6.405 -2.128 -0.236 -0.060 0.256
H 1.463 -6.413 -3.003 0.139 -0.089 -0.158
H 1.468 -5.915 -1.338 0.006 0.111 0.199
H 2.540 -4.206 -0.944 0.120 -0.159 -0.110
H 2.181 -4.346 0.754 0.223 -0.030 0.146
H 3.958 -2.701 0.235 0.297 0.130 -0.065
H 2.873 -1.768 -0.778 -0.171 0.341 -0.033
H 3.036 -2.139 2.084 -0.141 0.069 0.135
H 4.051 -0.323 0.898 0.283 -0.245 0.033
H 3.088 0.144 2.273 -0.093 -0.132 0.259
H 1.217 0.730 0.645 -0.205 -0.074 0.229
H 2.249 0.299 -0.656 0.070 -0.382 -0.127
H 3.807 2.034 0.886 0.427 0.257 -0.230
H 3.042 2.351 -0.696 0.257 0.073 -0.173
H 2.378 3.382 1.965 -0.093 -0.015 0.255
H 0.956 2.715 1.172 -0.163 -0.166 0.116
H 1.103 4.181 -0.614 0.003 0.093 -0.449
H 2.805 4.609 -0.234 -0.005 0.107 -0.463
H 0.546 5.267 1.667 -0.270 -0.018 -0.052
H 2.214 5.746 1.729 0.044 -0.006 0.302
H 0.330 7.390 0.811 -0.022 0.333 0.130
H 1.975 7.525 0.250 0.306 -0.115 0.119
H 1.204 5.960 -1.728 0.203 -0.154 0.028
H 0.703 7.613 -1.657 0.213 0.143 -0.159
H -1.422 7.138 -1.649 -0.223 0.199 0.121
H -1.332 6.111 -0.260 0.067 -0.203 0.243
H -0.289 4.457 -2.186 0.116 -0.346 -0.316
H -1.367 5.446 -3.190 0.354 0.122 -0.276
H -3.034 4.715 -1.088 -0.098 0.082 0.050
H -2.987 4.012 -2.694 -0.079 -0.564 0.075
H -1.164 2.153 0.413 -0.116 -0.216 0.169
H -0.898 3.887 0.310 0.205 0.262 -0.016
H -2.516 3.304 0.693 -0.048 -0.097 0.279
H 0.994 -2.833 2.105 0.385 -0.232 0.143
H 1.171 -0.234 3.114 0.206 -0.050 0.154
H -0.257 -0.182 2.109 0.054 0.069 -0.410
H -0.853 -3.778 3.833 -0.276 0.183 -0.093
H -0.937 -0.664 5.555 -0.364 0.022 -0.143
H 0.556 -1.293 -0.426 0.034 0.413 0.076
H -1.461 -2.524 1.094 0.139 0.076 -0.208
B -4.913 1.895 -3.641 -0.058 0.038 0.013
F -5.235 1.294 -2.410 0.017 0.008 0.062
F -5.858 1.526 -4.610 -0.006 -0.003 -0.037
F -4.923 3.310 -3.488 0.016 -0.051 -0.009
F -3.626 1.487 -4.045 0.072 0.030 -0.010
```
Forces are in eV/Å.

## Properties
HOMO: -8.54 eV
DFT total energy: -2296.4962 a.u.
Gap between HOMO and LUMO: 7.25 eV
Net charge: 0

Löwdin atomic charges, in units of e:
1. C -0.0922
2. C -0.2070
3. C -0.1999
4. N 0.0357
5. C -0.3505
6. C -0.2785
7. F 0.0354
8. C -0.1441
9. C -0.0901
10. C -0.0745
11. C -0.0813
12. N -0.0201
13. C -0.1120
14. C -0.1708
15. C -0.1524
16. C -0.1986
17. C -0.2199
18. C -0.2030
19. C -0.1971
20. C -0.2140
21. C -0.1901
22. C -0.1493
23. C -0.1807
24. O -0.1638
25. C -0.1252
26. C -0.2229
27. C -0.1326
28. P 0.4146
29. O -0.2785
30. O -0.1120
31. O -0.0804
32. C -0.2630
33. O 0.0307
34. H 0.0619
35. H 0.0716
36. H 0.0616
37. H 0.0988
38. H 0.0991
39. H 0.1088
40. H 0.1005
41. H 0.1011
42. H 0.1437
43. H 0.1069
44. H 0.1202
45. H 0.0656
46. H 0.0755
47. H 0.0564
48. H 0.1187
49. H 0.1345
50. H 0.1420
51. H 0.1276
52. H 0.1955
53. H 0.1385
54. H 0.1360
55. H 0.0929
56. H 0.1147
57. H 0.1083
58. H 0.1138
59. H 0.1117
60. H 0.0842
61. H 0.0870
62. H 0.1241
63. H 0.1075
64. H 0.1058
65. H 0.1045
66. H 0.1025
67. H 0.0918
68. H 0.1020
69. H 0.1042
70. H 0.0976
71. H 0.0909
72. H 0.1099
73. H 0.1233
74. H 0.1039
75. H 0.0718
76. H 0.0542
77. H 0.0993
78. H 0.1285
79. H 0.1051
80. H 0.1065
81. H 0.1150
82. H 0.1091
83. H 0.1475
84. H 0.0791
85. B -1.2490
86. F 0.0715
87. F 0.0794
88. F 0.0544
89. F 0.0705

***

Here is a cluster of 6 separate species, C24H51N6O6 in total from the OMol25 dataset. Energies are from ωB97M-V with the def2-TZVPD basis set.

```
87
Properties=species:S:1:pos:R:3:forces:R:3
C 9.187 1.723 4.195 0.024 -0.812 -0.956
C 8.579 1.539 3.145 0.813 -1.207 -0.051
C 8.051 1.041 1.734 0.110 1.787 1.417
C 6.505 1.401 1.610 0.015 -0.327 -0.968
C 5.526 0.333 2.263 0.226 -0.130 0.703
C 4.234 0.992 2.969 1.201 -2.330 1.334
C 3.004 -0.004 2.950 -0.040 -0.491 -1.104
O 1.785 0.503 3.550 0.760 0.978 0.394
C 1.918 1.852 4.008 0.161 0.469 -0.080
C 2.435 2.730 2.774 -1.556 -0.111 0.663
N 3.842 2.302 2.359 -0.468 0.659 0.443
H 9.896 1.678 5.068 -1.476 0.447 -1.381
H 8.281 -0.059 1.593 -0.305 1.358 0.238
H 8.609 1.691 0.980 -0.750 -1.083 0.849
H 6.256 1.447 0.496 0.357 0.157 1.380
H 6.391 2.456 2.024 0.132 -1.348 -0.428
H 6.093 -0.206 3.096 -0.830 0.771 -0.982
H 5.234 -0.491 1.531 0.182 1.295 0.735
H 4.557 1.156 4.051 -0.630 0.291 -1.499
H 3.230 -1.001 3.448 0.159 1.417 -0.512
H 2.759 -0.260 1.862 0.391 0.268 1.216
H 2.598 1.934 4.925 -0.665 -0.054 -1.283
H 0.905 2.232 4.368 1.261 -0.582 -0.834
H 2.410 3.837 3.038 0.187 -1.453 -0.608
H 1.774 2.482 1.889 0.605 0.539 1.144
H 4.459 3.077 2.660 0.081 -0.816 -0.388
H 3.899 2.215 1.335 0.057 0.183 0.363
C 2.153 -1.921 -1.129 -0.687 0.040 -0.070
O 2.964 -1.761 -0.226 0.023 0.267 0.255
N 0.816 -1.765 -1.015 0.965 0.029 -0.232
C -0.086 -1.974 -2.135 0.002 -0.129 0.333
C 0.260 -1.376 0.268 0.193 -0.073 -0.012
H 2.468 -2.217 -2.142 -0.046 -0.015 0.012
H -0.631 -1.047 -2.330 -0.085 -0.099 -0.101
H -0.793 -2.764 -1.880 0.109 0.252 -0.218
H 0.464 -2.262 -3.032 0.073 0.045 0.123
H 0.688 -0.414 0.568 -0.081 -0.011 0.116
H 0.526 -2.125 1.017 -0.116 0.130 0.079
H -0.824 -1.291 0.205 0.092 -0.104 -0.018
C -3.448 -2.702 -3.009 -0.443 0.200 0.127
O -2.645 -3.273 -2.289 -0.474 -0.054 -0.042
N -4.507 -1.977 -2.575 0.466 -0.319 -0.472
C -5.424 -1.327 -3.490 0.178 -0.049 0.055
C -4.730 -1.846 -1.147 0.196 -0.087 0.043
H -3.369 -2.737 -4.108 -0.064 0.032 -0.015
H -5.415 -0.253 -3.298 -0.223 -0.064 -0.102
H -6.428 -1.717 -3.323 0.030 0.146 -0.097
H -5.137 -1.508 -4.527 0.109 -0.093 0.110
H -3.855 -1.381 -0.688 -0.124 -0.132 0.166
H -4.864 -2.840 -0.713 0.085 0.114 0.134
H -5.613 -1.238 -0.953 0.043 -0.017 -0.197
C -3.480 -1.502 2.694 -0.297 -0.109 0.145
O -3.071 -1.975 1.649 -0.110 0.026 0.107
N -4.648 -1.834 3.299 0.556 0.310 -0.088
C -5.070 -1.228 4.546 -0.127 -0.201 -0.162
C -5.502 -2.829 2.676 0.221 -0.030 -0.217
H -2.907 -0.739 3.248 -0.056 0.016 0.082
H -5.189 -2.009 5.301 -0.049 0.157 0.101
H -6.026 -0.721 4.392 0.029 0.035 0.186
H -4.334 -0.503 4.896 -0.012 -0.076 -0.094
H -4.950 -3.767 2.581 -0.151 -0.007 -0.077
H -5.782 -2.486 1.678 -0.067 -0.151 0.035
H -6.398 -2.989 3.274 0.115 0.086 0.011
C -8.466 -0.002 -3.119 -0.418 0.115 0.094
O -7.650 0.158 -2.228 -0.358 0.104 0.152
N -9.806 0.155 -2.990 0.584 -0.129 -0.290
C -10.717 -0.053 -4.099 -0.063 0.070 0.244
C -10.346 0.544 -1.700 0.290 0.009 0.096
H -8.161 -0.298 -4.137 -0.077 -0.008 -0.052
H -11.265 0.872 -4.291 -0.070 -0.116 -0.130
H -11.422 -0.846 -3.838 -0.056 0.047 -0.173
H -10.175 -0.341 -5.000 0.025 0.028 0.117
H -9.915 1.503 -1.405 -0.099 -0.066 0.119
H -10.072 -0.206 -0.955 -0.083 0.129 0.068
H -11.431 0.630 -1.752 0.105 -0.036 -0.095
C 8.440 2.822 -1.836 -0.089 -0.107 -0.359
O 7.924 3.376 -0.879 -0.222 -0.187 -0.058
N 7.777 2.356 -2.923 0.445 0.138 0.461
C 8.462 1.706 -4.024 -0.244 0.033 -0.014
C 6.336 2.512 -2.986 0.079 0.179 0.236
H 9.528 2.653 -1.889 -0.016 -0.019 -0.064
H 8.280 2.271 -4.942 0.112 -0.137 -0.054
H 8.073 0.692 -4.139 0.127 0.010 -0.133
H 9.535 1.659 -3.842 -0.105 0.047 0.057
H 6.088 3.575 -2.932 -0.138 -0.093 -0.007
H 5.882 2.003 -2.132 -0.127 0.045 -0.096
H 5.947 2.092 -3.913 0.120 0.006 0.072
```
Forces are in eV/Å.

## Properties
HOMO: -10.33 eV
DFT total energy: -1724.6900 a.u.
Gap between HOMO and LUMO: 7.78 eV
Net charge: +1
Energy above the lowest of the compared OMol25 structures with the same formula, charge and spin: 3.974 eV

Löwdin atomic charges, in units of e:
1. C 0.0687
2. C -0.1317
3. C -0.1681
4. C -0.2154
5. C -0.1165
6. C -0.2356
7. C -0.1230
8. O -0.1521
9. C -0.1726
10. C -0.0546
11. N 0.0702
12. H 0.0567
13. H 0.1269
14. H 0.1022
15. H 0.1047
16. H 0.1107
17. H 0.1332
18. H 0.1318
19. H 0.1692
20. H 0.1606
21. H 0.1169
22. H 0.1385
23. H 0.1497
24. H 0.1488
25. H 0.1493
26. H 0.1776
27. H 0.1850
28. C -0.3472
29. O -0.0349
30. N -0.1862
31. C -0.0486
32. C -0.0322
33. H 0.1319
34. H 0.0937
35. H 0.0628
36. H 0.0899
37. H 0.0743
38. H 0.1010
39. H 0.0789
40. C -0.3300
41. O -0.0186
42. N -0.1838
43. C -0.0678
44. C -0.0397
45. H 0.1348
46. H 0.0881
47. H 0.0743
48. H 0.0868
49. H 0.0768
50. H 0.0923
51. H 0.0835
52. C -0.3361
53. O 0.0020
54. N -0.1997
55. C -0.0592
56. C -0.0337
57. H 0.1297
58. H 0.0912
59. H 0.0909
60. H 0.0821
61. H 0.0984
62. H 0.0812
63. H 0.0896
64. C -0.3468
65. O -0.0083
66. N -0.1996
67. C -0.0552
68. C -0.0410
69. H 0.1321
70. H 0.0916
71. H 0.0916
72. H 0.0852
73. H 0.0938
74. H 0.0932
75. H 0.0888
76. C -0.3418
77. O -0.0090
78. N -0.2005
79. C -0.0522
80. C -0.0425
81. H 0.1371
82. H 0.0932
83. H 0.0921
84. H 0.0873
85. H 0.0949
86. H 0.0776
87. H 0.0907